1.
This record from OMol25 describes C4H6N2S in the gas phase in a non-equilibrium geometry. The level of theory is the ωB97M-V functional and the def2-TZVPD basis.

```
13
Properties=species:S:1:pos:R:3:forces:R:3:lowdin_charge:R:1
C 1.24983 -0.43251 -0.00618 -1.0 -1.0 -0.6 -0.837
H -1.11851 0.64312 0.78370 -0.7 0.9 0.3 0.108
H -0.27904 -1.80628 0.20865 0.2 0.3 -0.4 0.124
H 2.60570 1.20492 -0.05353 0.1 0.0 0.1 0.062
N -3.52704 -1.32369 0.02351 0.9 0.6 -0.1 0.138
C -2.54418 -0.71940 -0.03305 1.0 0.3 0.0 -0.162
N -0.09798 -0.83437 -0.02991 2.4 -0.5 -0.4 -0.061
H 1.17528 1.42361 0.99675 0.2 0.1 -0.4 0.094
C -1.20741 0.05017 -0.10665 -2.1 -0.3 0.4 -0.185
H 1.05064 1.61932 -0.76469 -0.3 0.1 -0.3 0.073
H -1.29259 0.69911 -0.99468 0.4 -0.4 0.2 0.129
C 1.53707 1.05985 0.01783 -0.3 -0.8 0.8 -0.105
S 2.44825 -1.58385 -0.04175 -0.7 0.7 0.2 0.622
```
Forces are in eV/Å.

Calculated values
Highest occupied orbital energy (eV): -8.75
Energy (a.u.): -663.68512
Energy above the lowest of the compared OMol25 structures with the same formula, charge and spin (eV): 1.181
Charge: 0
LUMO level (eV): 0.34
SMILES: CC(=S)NCC#N


2.
This record from OMol25 describes C5H9NO2 in the gas phase in a non-equilibrium geometry. The level of theory is the ωB97M-V functional and the def2-TZVPD basis.

```
17
Properties=species:S:1:pos:R:3:forces:R:3:lowdin_charge:R:1
H 2.26221 1.22491 -0.86080 -0.1 -0.1 0.0 0.087
C 1.48269 0.68780 -1.40871 0.3 -0.2 -0.4 -0.003
H -1.45558 -1.92878 1.09250 0.0 0.4 0.0 0.090
O -0.33494 -0.97319 -1.09966 -1.3 0.1 1.0 -0.039
H -2.02769 0.41881 -0.62647 0.3 -0.2 0.1 0.164
C -1.38648 -0.25405 -0.05421 1.2 -3.0 -0.7 -0.196
H -2.77989 -1.72303 0.15283 0.1 0.2 0.1 0.091
N -2.07142 -1.22917 0.68838 -0.6 0.1 -0.3 0.095
H 0.83274 1.42695 -1.88483 0.0 -0.1 0.0 0.089
H 1.84816 0.17699 1.34613 -0.2 0.1 -0.2 0.122
H 0.92446 -1.39207 1.36093 0.1 -0.1 0.2 0.102
H 1.96156 0.09776 -2.19622 0.0 0.1 0.0 0.085
O -0.23891 1.77275 0.79833 -0.2 -0.6 0.3 0.017
C 0.69837 -0.22405 -0.52327 -0.3 2.6 0.8 -0.456
C -0.20750 0.36603 0.57825 1.5 2.7 -0.3 -0.382
C 1.02944 -0.40095 0.93385 -1.0 -1.8 -0.2 0.033
H -0.53723 1.95328 1.70297 0.1 -0.2 -0.3 0.103
```
Forces are in eV/Å.

Calculated values
Highest occupied orbital energy (eV): -8.51
Energy (a.u.): -401.06151
Energy above the lowest of the compared OMol25 structures with the same formula, charge and spin (eV): 3.136
Charge: 0
LUMO level (eV): 0.83
SMILES: C[C@@]12C[C@]1(O)[C@H](N)O2


3.
This record from OMol25 describes 2 unconnected molecules or ions with the total composition C3H9S. The level of theory is the ωB97M-V functional and the def2-TZVPD basis.

```
13
Properties=species:S:1:pos:R:3:forces:R:3:lowdin_charge:R:1
H 1.72339 1.15135 -0.70738 0.0 0.4 0.2 0.059
H -0.66787 1.74440 -0.81484 -0.2 -0.1 -0.2 0.082
C 1.04468 0.85467 0.09949 0.1 -0.2 -0.8 -0.185
S 0.97075 -2.46837 -0.36616 0.0 -0.1 0.0 -0.156
C -0.36785 0.74530 -0.48046 0.0 -0.2 0.8 -0.359
H -0.33792 0.02762 -1.30021 -0.1 0.2 -0.2 0.059
H 1.05542 1.59643 0.90184 0.2 -0.1 0.1 0.058
H -1.23968 0.72097 1.52099 -0.2 0.1 0.0 0.057
C -1.33551 0.18099 0.57540 0.4 -0.2 -0.4 -0.156
H -2.37222 0.15645 0.23445 -0.1 0.2 0.1 0.053
H -1.03283 -0.85611 0.73447 0.0 0.0 0.2 0.004
H 1.11940 -3.72765 -0.78576 0.0 -0.2 -0.1 -0.481
H 1.44025 -0.12606 0.38816 -0.3 0.3 0.4 -0.034
```
Forces are in eV/Å.

Calculated values
Highest occupied orbital energy (eV): -2.60
Energy (a.u.): -517.91246
Energy above the lowest of the compared OMol25 structures with the same formula, charge and spin (eV): 0.041
Charge: -1
LUMO level (eV): 4.30


4.
This record from OMol25 describes 2 unconnected molecules or ions with the total composition CH3NO4 in a non-equilibrium geometry. The level of theory is the ωB97M-V functional and the def2-TZVPD basis.

```
9
Properties=species:S:1:pos:R:3:forces:R:3:lowdin_charge:R:1
N 0.94907 -0.41865 -1.16498 -1.4 2.3 1.4 -0.447
O -0.92186 0.90209 0.42511 -0.6 1.1 0.8 -0.036
H -1.99260 -0.61486 1.26082 1.8 0.9 0.1 0.135
H -0.25458 -0.30503 1.95464 0.8 0.3 0.2 0.090
O 0.41889 -0.98426 -0.26173 0.4 -2.6 0.6 0.046
C -0.98412 0.00997 1.22696 -3.4 -1.0 -0.3 -0.103
O 1.21726 0.92350 -0.85503 0.6 0.4 -1.1 0.061
H 0.41625 1.29215 -0.33617 0.8 -1.3 -0.2 0.093
O 1.15168 -0.80491 -2.24962 1.0 -0.2 -1.5 0.161
```
Forces are in eV/Å.

Calculated values
Highest occupied orbital energy (eV): -10.94
Energy (a.u.): -395.43251
Energy above the lowest of the compared OMol25 structures with the same formula, charge and spin (eV): 3.248
Charge: 0
LUMO level (eV): 0.24
SMILES: O=[N+]([O-])O.C=O


5.
This record from OMol25 describes C2H6N2O2 in the gas phase in a non-equilibrium geometry. The level of theory is the ωB97M-V functional and the def2-TZVPD basis.

```
12
Properties=species:S:1:pos:R:3:forces:R:3:lowdin_charge:R:1
H -0.28431 0.25074 -1.41923 -0.2 0.2 -0.4 0.119
O -0.59323 1.72292 0.75909 -1.1 -1.4 -0.2 -0.082
N -1.50346 -1.08786 -0.44222 -0.4 -0.5 -0.4 0.017
O 0.70291 2.25624 0.95400 1.0 1.6 0.3 -0.103
C 0.09104 0.32248 0.54577 -0.9 2.7 -4.0 -0.220
N -0.34373 -0.35979 -0.62486 1.7 1.5 2.6 -0.103
C 1.29861 1.19833 0.25872 0.5 -2.0 3.1 -0.145
H -1.27590 -1.82539 -1.06042 -1.0 -1.6 -0.4 0.064
H -2.31568 -0.60262 -0.80100 -0.2 0.2 0.0 0.085
H 1.33590 1.36380 -0.78217 0.7 0.3 -1.3 0.102
H -0.08853 -0.14801 1.44037 0.1 -1.6 1.8 0.123
H 2.19144 0.82726 0.81963 -0.1 0.6 -1.1 0.141
```
Forces are in eV/Å.

Calculated values
Highest occupied orbital energy (eV): -9.07
Energy (a.u.): -339.60804
Energy above the lowest of the compared OMol25 structures with the same formula, charge and spin (eV): 6.112
Charge: 0
LUMO level (eV): 1.03
SMILES: NN[C@H]1COO1


6.
This record from OMol25 describes a molecular structure, C16H52AgB2N4O4 in a non-equilibrium geometry. The level of theory is the ωB97M-V functional and the def2-TZVPD basis.

```
79
Properties=species:S:1:pos:R:3:forces:R:3:lowdin_charge:R:1
H 3.38682 -0.12692 -1.09482 -0.2 0.0 0.0 0.123
H -1.61562 -2.89005 -2.09779 0.3 0.2 -0.3 -0.073
C 6.43063 -2.19231 0.07389 0.0 0.5 -0.1 -0.122
H 2.11480 1.45839 -2.16346 0.0 0.1 0.0 0.070
C -1.88897 2.67721 0.71857 0.6 0.5 -0.5 -0.424
Ag -0.70934 -0.78832 -0.30414 -0.2 -0.3 0.1 0.628
N -0.27876 0.07194 -2.76212 0.9 0.4 -0.6 0.038
C 0.28386 1.32015 -3.32037 -1.5 0.6 0.4 -0.435
H -2.64905 0.92432 3.36689 0.0 0.0 0.1 0.053
H -3.67088 -0.30430 2.68070 0.0 -0.2 0.0 0.080
B 0.21017 -3.77973 0.68051 0.4 -0.1 -0.3 -0.471
N -1.52676 -1.51301 2.07252 0.0 -0.4 0.4 0.035
H -2.48858 -1.62514 -0.82412 -0.1 0.8 0.5 -0.107
C 0.86659 1.13225 -4.70514 0.3 -0.1 0.1 -0.225
H -1.48433 1.98950 -1.22867 -0.1 0.2 0.0 0.047
H -1.21414 -0.10563 -3.10911 0.1 -0.2 -0.1 0.081
C 1.19827 2.02741 -2.33726 0.1 0.0 0.0 -0.045
H -0.85227 -4.20484 1.04710 -0.3 -0.1 0.2 -0.044
H 1.72167 -1.86497 -1.27660 0.0 -0.1 0.0 0.072
O 5.40217 -1.22777 0.08815 0.0 -0.3 0.0 -0.190
H 6.23079 -3.01629 0.76483 0.0 0.0 0.1 0.087
H -2.70027 -3.60333 -0.69365 -0.2 -0.1 0.4 -0.059
H 0.16967 0.55767 -5.32879 0.0 0.0 0.0 0.131
H -0.80367 -2.23741 2.11819 0.3 0.3 -0.3 -0.006
H 1.42301 3.02924 -2.70735 0.3 -0.1 -0.1 0.080
H -3.93986 -4.64567 3.58167 0.0 0.0 0.1 0.089
H -1.91150 -1.82749 5.43461 -0.1 -0.2 0.0 0.120
H -3.55524 -0.17762 4.42017 0.2 0.0 0.1 0.072
C 4.12867 -1.81724 -0.08841 -0.3 -0.1 0.0 -0.214
H 7.33536 -1.65982 0.36736 0.1 -0.2 0.0 0.082
H -3.36454 -4.60948 5.27418 -0.1 0.1 0.0 0.079
H 3.95358 0.74222 1.14784 0.1 -0.2 0.0 0.073
H 0.11950 3.47061 0.37430 0.0 0.0 0.0 0.073
C -2.18546 6.19386 1.05407 0.0 0.8 -0.4 -0.147
O -3.17516 -2.86757 4.14343 0.1 0.2 -0.1 -0.185
O -2.55890 4.89466 1.38373 0.2 -0.2 0.0 -0.196
C -2.97418 -0.11007 3.50024 -0.3 0.2 -0.5 -0.060
B -2.61398 -2.66773 -1.44161 0.2 -0.6 -0.7 -0.498
H 0.95193 -4.67231 0.31960 0.2 -0.3 0.0 -0.054
H 1.94166 3.27343 -6.92015 0.1 0.0 0.0 0.084
H 1.63765 1.50416 -7.07422 -0.1 0.2 -0.2 0.086
H -0.93490 -0.45307 3.80685 0.4 -0.4 -0.2 0.130
H -3.57221 -2.59253 -2.18484 -0.3 0.2 -0.1 -0.078
H -2.72410 6.58860 0.17709 0.0 -0.2 0.0 0.085
H -1.11024 6.29769 0.84960 0.0 -0.2 0.0 0.087
H -2.32171 -2.10127 1.81594 -0.2 0.3 -0.3 0.080
N 1.75300 -1.29117 -0.44156 0.3 0.2 0.1 0.005
H 1.53624 -1.94446 0.31466 -0.1 -0.1 -0.1 -0.010
H -0.38435 3.49486 2.09646 -0.3 0.5 -0.3 0.079
H 2.25614 0.94611 0.77015 0.0 -0.1 0.1 0.056
H 3.88062 -2.47918 0.75309 0.0 0.1 0.1 0.137
H 0.06393 -3.04021 -0.29015 -0.2 0.0 0.2 -0.069
H 6.57255 -2.59379 -0.93661 0.0 -0.1 0.0 0.084
C -0.45576 2.95905 1.14615 0.2 -0.6 1.1 -0.060
H -2.44547 2.28119 1.56775 0.0 -0.2 -0.1 0.126
H 0.33264 -0.65516 -3.12268 -0.4 -0.5 0.4 0.074
H 1.80907 0.56166 -4.63361 0.0 0.0 0.0 0.131
H -0.57137 2.00100 -3.45582 0.0 -0.1 -0.1 0.136
C 3.02547 0.19613 0.97995 -0.2 0.5 -0.2 -0.054
H 0.69942 2.15455 -1.37651 0.0 -0.2 0.0 0.041
H -1.12487 -2.93867 4.28885 0.1 0.1 0.0 0.121
C 3.08056 -0.72429 -0.22822 0.2 0.1 0.2 -0.438
C -3.16571 -4.26570 4.24862 0.0 -0.5 0.1 -0.115
H 0.01901 2.01139 1.42352 0.1 -0.1 -0.6 0.066
C 1.96390 2.31571 -6.41053 -0.1 -0.7 0.4 -0.114
C -1.94614 -2.22350 4.40684 0.1 0.1 0.2 -0.212
H 2.74508 -0.32624 1.89649 0.0 -0.1 -0.1 0.086
H -2.21916 -4.72534 3.94357 0.0 0.3 -0.2 0.087
H -3.61482 3.84777 0.04824 0.1 -0.4 -0.4 0.126
C -2.55110 3.97315 0.28250 -0.7 0.6 0.7 -0.191
H 2.97938 2.05119 -6.08807 0.1 0.2 -0.1 0.087
H -2.78181 1.26085 -0.46193 0.1 -0.1 -0.3 0.081
N -1.87222 1.68750 -0.34690 -0.4 -0.5 0.5 0.043
H 4.09632 -2.44227 -0.99343 0.2 0.0 0.0 0.128
H 0.78433 -3.18406 1.58814 0.2 0.3 0.3 -0.050
H -2.04825 4.41026 -0.58711 0.1 -0.1 0.0 0.121
C -1.76981 -1.05995 3.44073 -0.4 0.4 0.3 -0.422
H -2.43947 6.87665 1.86711 0.0 -0.3 0.2 0.082
O 1.11050 2.39352 -5.28906 0.0 0.2 -0.1 -0.191
```
Forces are in eV/Å.

Calculated values
Highest occupied orbital energy (eV): -4.83
Energy (a.u.): -1357.32461
Energy above the lowest of the compared OMol25 structures with the same formula, charge and spin (eV): 0.000
Charge: -1
LUMO level (eV): 2.39


Question: What is the energy above the lowest of the compared OMol25 structures with the same formula, charge and spin in the fourth record?
Answer: 3.248 eV